Version w
{
  "formula": "C10H10O2",
  "method": "ωB97M-V/def2-TZVPD",
  "homo_ev": -8.818,
  "charge": 0,
  "gap_ev": 8.49,
  "multiplicity": 1,
  "elements": ["C", "H", "H", "C", "O", "H", "C", "C", "C", "O", "H", "H", "H", "C", "H", "C", "H", "C", "H", "H", "C", "C"],
  "positions_angstrom": [[0.147, 0.094, 2.115], [0.580, -0.763, 2.665], [0.366, 1.390, 3.930], [-0.787, 2.419, 2.600], [-0.150, 0.536, -1.410], [0.582, -0.548, -3.768], [1.407, -1.239, -3.404], [0.782, -1.754, -1.990], [-1.374, 2.430, 1.326], [-0.072, -1.095, 0.237], [-2.259, 3.102, 1.213], [-0.910, 3.219, 3.283], [2.484, -0.909, -3.095], [-1.165, 1.473, 0.464], [1.152, -3.848, -0.588], [-0.034, 1.308, 2.944], [1.094, -2.269, -3.760], [-0.369, 0.295, 0.789], [-1.601, 1.572, -0.421], [1.538, -3.938, -2.591], [0.988, -3.142, -1.650], [0.197, -0.640, -1.108]],
  "mulliken_charge": [-0.34, 0.37, 0.32, -0.42, -0.59, 0.26, -0.77, 0.19, -0.30, -0.32, 0.26, 0.43, 0.31, -0.77, 0.24, -0.41, 0.26, 0.59, 0.52, 0.19, -0.77, 0.76]
}



Version x
{
  "formula": "C10H10O2",
  "method": "ωB97M-V/def2-TZVPD",
  "homo_ev": -8.044,
  "charge": 0,
  "gap_ev": 8.86,
  "smiles": "Oc1cc2c(cc1O)[C@@H]1C[C@@H]1C2",
  "multiplicity": 1,
  "elements": ["H", "H", "H", "C", "C", "C", "C", "H", "C", "H", "C", "O", "O", "C", "C", "C", "H", "H", "H", "H", "H", "C"],
  "positions_angstrom": [[-3.029, -1.685, -0.120], [-1.221, -0.062, 2.015], [-3.139, -0.349, 1.932], [-2.102, -0.275, 1.413], [1.456, 1.533, -0.606], [-2.048, -1.270, 0.265], [1.602, -0.808, 0.067], [-2.810, 0.501, -0.649], [-0.653, -1.961, 0.124], [-0.536, -2.477, 1.075], [0.257, -0.809, -0.037], [2.082, 2.780, -0.659], [3.576, 0.806, 0.063], [2.259, 0.485, -0.137], [0.100, 1.493, -0.784], [-1.937, 0.080, -0.113], [2.177, -1.794, 0.261], [4.106, 0.667, -0.728], [-0.576, -2.734, -0.713], [-0.464, 2.344, -0.991], [1.427, 3.223, -1.169], [-0.526, 0.312, -0.509]],
  "mulliken_charge": [0.39, 0.24, 0.26, -0.68, 0.95, -0.14, -0.60, 0.37, -0.70, 0.29, 0.13, -0.52, -0.55, 0.31, -0.66, -0.37, 0.30, 0.34, 0.29, 0.41, 0.28, -0.34]
}



Stability verdict: version x, ahead by 0.1600 hartree



Version w
{
  "formula": "C2H5NO2",
  "method": "ωB97M-V/def2-TZVPD",
  "homo_ev": -9.128,
  "charge": 0,
  "gap_ev": 9.77,
  "smiles": "NC(=O)CO",
  "multiplicity": 1,
  "elements": ["H", "N", "H", "H", "O", "H", "H", "O", "C", "C"],
  "positions_angstrom": [[-0.552, 1.798, -0.705], [-0.307, -1.675, -0.244], [-0.530, -2.206, 0.599], [-0.094, -2.224, -1.064], [-1.397, -0.049, 0.814], [1.925, 0.870, 0.209], [0.082, 1.581, 0.936], [1.384, 1.080, -0.560], [0.085, 1.146, -0.102], [-0.653, -0.323, -0.108]],
  "mulliken_charge": [0.26, -0.41, 0.23, 0.21, -0.52, 0.34, 0.27, -0.51, -0.36, 0.50]
}



Version x
{
  "formula": "C2H5NO2",
  "method": "ωB97M-V/def2-TZVPD",
  "homo_ev": -9.057,
  "charge": 0,
  "gap_ev": 9.71,
  "smiles": "C=C=N.OO",
  "multiplicity": 1,
  "elements": ["H", "C", "H", "H", "H", "H", "O", "N", "C", "O"],
  "positions_angstrom": [[2.599, 0.108, 0.260], [1.704, 0.159, -0.346], [0.190, -2.430, -0.001], [1.557, 1.011, -0.998], [-1.755, -0.262, -0.057], [-1.102, 1.586, 1.015], [-1.461, 1.568, 0.108], [-0.138, -1.457, -0.077], [0.759, -0.716, -0.208], [-2.353, 0.431, 0.304]],
  "mulliken_charge": [0.25, -0.94, 0.28, 0.26, 0.38, 0.35, -0.38, -0.51, 0.68, -0.38]
}



Version y
{
  "formula": "C2H5NO2",
  "method": "ωB97M-V/def2-TZVPD",
  "homo_ev": -9.798,
  "charge": 0,
  "gap_ev": 10.49,
  "smiles": "OC/C=N\\O",
  "multiplicity": 1,
  "elements": ["C", "O", "H", "O", "H", "N", "H", "H", "H", "C"],
  "positions_angstrom": [[-0.409, 0.594, 0.104], [1.743, -0.317, -0.336], [-1.831, 1.822, 0.707], [-1.789, 0.962, 0.057], [-0.115, 0.473, 1.184], [0.826, -1.296, -0.432], [-1.096, -1.618, -0.295], [0.331, 1.132, -0.598], [2.590, -0.945, -0.144], [-0.251, -0.808, -0.247]],
  "mulliken_charge": [-0.06, -0.37, 0.36, -0.52, 0.19, -0.45, 0.33, 0.26, 0.38, -0.12]
}



Stability verdict: version w, ahead by 0.0662 hartree



Version w
{
  "formula": "C2H5NO2",
  "method": "ωB97M-V/def2-TZVPD",
  "homo_ev": -10.210,
  "charge": 0,
  "gap_ev": 11.02,
  "smiles": "CONC=O",
  "multiplicity": 1,
  "elements": ["C", "C", "N", "H", "O", "H", "H", "O", "H", "H"],
  "positions_angstrom": [[-1.399, 0.231, -0.084], [1.805, -0.430, -0.197], [-0.128, 0.881, -0.311], [-0.303, 1.854, 0.233], [0.855, 0.270, 0.546], [1.515, -1.399, -0.673], [2.377, 0.141, -0.954], [-1.531, -0.981, 0.056], [2.586, -0.787, 0.506], [-2.299, 0.912, -0.064]],
  "mulliken_charge": [0.17, -0.53, -0.36, 0.31, -0.20, 0.25, 0.26, -0.45, 0.26, 0.28]
}



Version x
{
  "formula": "C2H5NO2",
  "method": "ωB97M-V/def2-TZVPD",
  "homo_ev": -9.661,
  "charge": 0,
  "gap_ev": 10.12,
  "smiles": "CNC(=O)O",
  "multiplicity": 1,
  "elements": ["H", "H", "C", "H", "H", "N", "O", "H", "O", "C"],
  "positions_angstrom": [[0.430, 0.191, 2.578], [1.428, -1.194, 1.889], [-0.366, 0.021, -0.618], [-1.079, -0.798, 1.176], [1.595, 0.066, -0.651], [-0.204, -0.484, 0.653], [0.767, 0.514, -1.071], [1.572, 0.512, 1.090], [-1.496, 0.206, -1.030], [0.917, -0.213, 1.646]],
  "mulliken_charge": [0.26, 0.23, 0.71, 0.26, 0.34, -0.30, -0.49, 0.28, -0.58, -0.70]
}



Stability verdict: version x, ahead by 0.0840 hartree



Version w
{
  "formula": "C2H5NO2",
  "method": "ωB97M-V/def2-TZVPD",
  "homo_ev": -9.722,
  "charge": 0,
  "gap_ev": 10.39,
  "smiles": "CN(O)C=O",
  "multiplicity": 1,
  "elements": ["H", "N", "H", "C", "H", "H", "H", "C", "O", "O"],
  "positions_angstrom": [[1.130, -1.329, -0.416], [-0.047, 0.312, -0.464], [1.340, -0.424, 1.326], [1.222, -0.310, 0.055], [-1.114, -1.520, -0.360], [2.314, 0.339, -0.193], [-1.148, 1.618, 0.387], [-1.198, -0.448, -0.291], [-2.290, 0.063, 0.099], [-0.209, 1.697, -0.142]],
  "mulliken_charge": [0.33, 0.09, 0.23, -0.71, 0.30, 0.25, 0.37, 0.18, -0.60, -0.43]
}



Version x
{
  "formula": "C2H5NO2",
  "method": "ωB97M-V/def2-TZVPD",
  "homo_ev": -9.800,
  "charge": 0,
  "gap_ev": 10.52,
  "smiles": "NC(=O)CO",
  "multiplicity": 1,
  "elements": ["H", "O", "H", "N", "C", "H", "O", "H", "H", "C"],
  "positions_angstrom": [[1.708, 0.942, -0.112], [-1.060, 1.385, 0.075], [-1.215, 1.410, 1.026], [1.482, 0.031, 0.262], [0.362, -0.676, -0.111], [-1.683, -0.605, 0.244], [0.377, -1.891, -0.193], [2.271, -0.581, 0.429], [-1.267, -0.034, -1.362], [-0.979, 0.033, -0.308]],
  "mulliken_charge": [0.24, -0.52, 0.32, -0.39, 0.45, 0.26, -0.59, 0.24, 0.25, -0.26]
}



Stability verdict: version x, ahead by 0.1234 hartree



Version w
{
  "formula": "C2H5NO2",
  "method": "ωB97M-V/def2-TZVPD",
  "homo_ev": [-9.016, -9.016],
  "charge": 0,
  "gap_ev": [9.12, 9.12],
  "multiplicity": 1,
  "elements": ["H", "C", "H", "H", "H", "C", "O", "N", "O", "H"],
  "positions_angstrom": [[1.281, -0.180, -0.660], [-0.434, -0.381, 0.110], [1.484, -0.459, 0.944], [-1.946, 0.463, -0.956], [1.169, -1.832, 0.025], [0.960, -0.748, 0.106], [-1.427, -0.428, 0.949], [-1.599, -0.482, -0.592], [-0.086, 1.837, -0.194], [0.598, 2.210, 0.267]],
  "mulliken_charge": [0.37, 1.06, 0.35, 0.35, 0.34, -1.14, -0.27, -0.44, -0.82, 0.20]
}



Version x
{
  "formula": "C2H5NO2",
  "method": "ωB97M-V/def2-TZVPD",
  "homo_ev": -9.991,
  "charge": 0,
  "gap_ev": 10.57,
  "smiles": "NCC(=O)O",
  "multiplicity": 1,
  "elements": ["H", "C", "H", "O", "N", "H", "C", "H", "O", "H"],
  "positions_angstrom": [[-1.617, -1.253, -0.201], [-0.967, 0.427, 0.023], [1.648, 1.225, 0.252], [-2.034, -0.428, -0.119], [1.540, 0.260, -0.120], [1.571, 0.318, -1.092], [0.331, -0.328, 0.238], [0.280, -0.611, 1.287], [-1.103, 1.687, 0.029], [0.351, -1.298, -0.297]],
  "mulliken_charge": [0.31, 0.69, 0.27, -0.44, -0.59, 0.23, -0.67, 0.35, -0.57, 0.42]
}



Version y
{
  "formula": "C2H5NO2",
  "method": "ωB97M-V/def2-TZVPD",
  "homo_ev": -8.693,
  "charge": 0,
  "gap_ev": 9.59,
  "smiles": "NOCC=O",
  "multiplicity": 1,
  "elements": ["H", "H", "H", "C", "O", "N", "O", "C", "H", "H"],
  "positions_angstrom": [[0.762, 0.168, -1.842], [1.020, 0.326, 1.337], [-1.809, -0.967, 1.011], [1.329, -0.189, 0.412], [2.276, -0.903, 0.319], [-1.508, -0.087, 0.592], [-0.457, -0.528, -0.399], [0.454, 0.447, -0.834], [-2.280, 0.247, 0.003], [0.212, 1.486, -0.600]],
  "mulliken_charge": [0.25, 0.34, 0.26, 0.15, -0.48, -0.45, -0.24, -0.39, 0.27, 0.29]
}



Version z
{
  "formula": "C2H5NO2",
  "method": "ωB97M-V/def2-TZVPD",
  "homo_ev": -10.501,
  "charge": 0,
  "gap_ev": 11.38,
  "smiles": "COC(N)=O",
  "multiplicity": 1,
  "elements": ["H", "H", "O", "H", "C", "N", "H", "O", "H", "C"],
  "positions_angstrom": [[-2.584, -0.552, -0.102], [1.245, -1.057, -0.399], [-0.749, 0.240, 1.834], [2.102, 0.404, -0.955], [1.440, 0.005, -0.181], [-1.651, -0.204, -0.281], [1.894, 0.111, 0.802], [0.247, 0.763, -0.205], [-1.175, 0.047, -1.146], [-0.769, 0.242, 0.633]],
  "mulliken_charge": [0.21, 0.29, -0.55, 0.22, -0.61, -0.33, 0.29, -0.42, 0.28, 0.62]
}



Stability verdict: version z, ahead by 0.0043 hartree



Version w
{
  "formula": "C2H5NO2",
  "method": "ωB97M-V/def2-TZVPD",
  "homo_ev": -9.690,
  "charge": 0,
  "gap_ev": 10.21,
  "smiles": "OC/C=N\\O",
  "multiplicity": 1,
  "elements": ["N", "C", "O", "H", "H", "O", "H", "H", "C", "H"],
  "positions_angstrom": [[1.542, 0.768, -0.087], [0.265, 0.916, -0.002], [-2.073, 0.162, -0.325], [2.940, -0.403, -0.256], [-0.742, -0.647, 1.154], [1.935, -0.548, -0.175], [-0.165, 1.959, -0.088], [-2.630, -0.666, 0.255], [-0.729, -0.238, 0.050], [-0.343, -1.301, -0.527]],
  "mulliken_charge": [-0.47, -0.09, -0.52, 0.38, 0.22, -0.36, 0.32, 0.38, -0.12, 0.26]
}



Version x
{
  "formula": "C2H5NO2",
  "method": "ωB97M-V/def2-TZVPD",
  "homo_ev": -10.406,
  "charge": 0,
  "gap_ev": 11.30,
  "smiles": "COC(N)=O",
  "multiplicity": 1,
  "elements": ["H", "O", "C", "H", "H", "H", "O", "C", "N", "H"],
  "positions_angstrom": [[-2.147, 0.263, -1.144], [0.289, 0.285, -0.627], [1.611, 0.119, -0.107], [2.298, 0.484, -0.870], [1.721, 0.687, 0.819], [1.797, -0.935, 0.111], [-0.381, -0.550, 1.364], [-0.644, -0.110, 0.263], [-1.916, 0.059, -0.186], [-2.612, -0.336, 0.424]],
  "mulliken_charge": [0.22, -0.36, -0.56, 0.23, 0.27, 0.27, -0.59, 0.68, -0.39, 0.24]
}



Stability verdict: version x, ahead by 0.1541 hartree